# 1
Formula: C22H22N4PtS2Se
Source: the Open Molecules 2025 dataset
Level of theory: wB97M-V/def2-TZVPD

Last column: natural (NBO) charge in e.
Element x y z (Å)
Pt: 0.07 0.44 0.25  0.62
C: -1.57 -1.37 1.87  -0.42
N: -1.66 -0.81 0.49  -0.46
C: -1.65 -1.95 -0.47  -0.23
C: -1.47 -1.54 -1.92  -0.23
N: -0.13 -1.03 -2.18  -0.51
C: -0.08 -0.19 -3.37  -0.40
C: 0.87 -2.06 -2.12  0.17
C: 1.05 -2.91 -3.22  -0.24
C: 1.99 -3.91 -3.22  -0.24
C: 2.78 -4.09 -2.09  -0.21
C: 2.60 -3.28 -0.99  -0.22
C: 1.65 -2.25 -0.96  -0.20
S: 1.56 -1.34 0.56  -0.26
C: -2.92 -0.05 0.38  0.18
C: -4.13 -0.70 0.59  -0.26
C: -5.33 -0.01 0.49  -0.22
C: -5.31 1.35 0.19  -0.20
C: -4.11 2.00 -0.01  -0.22
C: -2.90 1.31 0.09  -0.20
S: -1.40 2.17 -0.17  -0.22
H: -2.37 -2.09 2.04  0.18
H: -1.67 -0.55 2.59  0.22
H: -0.61 -1.85 2.00  0.24
H: -2.60 -2.49 -0.36  0.20
H: -0.85 -2.63 -0.17  0.23
H: -2.19 -0.75 -2.17  0.21
H: -1.70 -2.41 -2.55  0.19
H: -0.38 -0.71 -4.29  0.16
H: 0.93 0.18 -3.51  0.21
H: -0.74 0.66 -3.22  0.22
H: 0.42 -2.76 -4.09  0.21
H: 2.11 -4.55 -4.08  0.21
H: 3.53 -4.87 -2.06  0.21
H: 3.22 -3.42 -0.10  0.22
H: -4.15 -1.75 0.83  0.21
H: -6.27 -0.52 0.66  0.21
H: -6.24 1.90 0.11  0.22
H: -4.09 3.06 -0.24  0.22
Se: 1.51 3.17 1.31  1.06
N: 1.60 1.74 0.23  -0.63
C: 2.67 1.86 -0.54  0.11
C: 3.11 0.93 -1.52  -0.15
C: 4.23 1.21 -2.22  -0.20
C: 4.98 2.41 -2.00  -0.20
C: 4.61 3.32 -1.07  -0.20
C: 3.43 3.06 -0.30  0.10
N: 2.98 3.87 0.64  -0.61
H: 2.55 0.02 -1.68  0.24
H: 4.58 0.51 -2.97  0.22
H: 5.87 2.58 -2.59  0.22
H: 5.16 4.23 -0.88  0.23

## Properties
HOMO-LUMO gap = 6.1 eV
Max |F| = 0.41 eV/A

***

# 2
Formula: C21H37NOP2PdSi
Source: the Open Molecules 2025 dataset
Level of theory: wB97M-V/def2-TZVPD

Last column: natural (NBO) charge in e.
Element x y z (Å)
Pd: -1.13 -1.20 -0.48  0.28
Si: -0.13 -2.82 -1.69  0.70
P: 1.75 2.21 -2.34  1.27
N: -2.23 0.47 -0.52  -0.60
H: 2.57 2.09 -1.19  0.06
C: 1.53 3.96 -2.67  -0.98
H: 1.54 4.14 -3.75  0.25
H: 2.36 4.51 -2.21  0.26
H: 0.59 4.30 -2.23  0.26
C: 2.65 1.44 -3.71  -0.97
H: 2.65 2.13 -4.56  0.25
H: 2.20 0.49 -4.00  0.27
H: 3.69 1.26 -3.41  0.27
C: 0.15 1.41 -2.11  -0.98
H: -0.50 1.56 -2.99  0.25
H: -0.37 1.81 -1.23  0.29
H: 0.27 0.33 -1.95  0.30
C: 1.76 -2.88 -1.78  -1.08
H: 2.21 -2.90 -0.78  0.25
H: 2.15 -2.01 -2.33  0.22
H: 2.05 -3.79 -2.32  0.22
H: -0.52 -4.20 -1.26  -0.19
H: -0.52 -2.59 -3.13  -0.20
C: -3.49 0.46 -0.88  0.15
C: -5.74 1.40 -0.70  -0.23
C: -4.39 1.51 -0.45  -0.23
C: -4.02 -0.60 -1.68  -0.23
C: -5.38 -0.69 -1.91  -0.21
C: -6.24 0.31 -1.43  -0.21
H: -6.42 2.17 -0.34  0.22
H: -3.96 2.33 0.12  0.21
H: -3.29 -1.36 -2.03  0.22
H: -5.78 -1.54 -2.47  0.22
H: -7.31 0.23 -1.63  0.21
C: 2.65 0.34 0.20  0.27
O: 1.68 -0.38 -0.12  -0.81
C: 2.55 1.30 1.35  -0.69
H: 3.19 2.18 1.19  0.18
H: 2.87 0.80 2.27  0.20
H: 1.51 1.62 1.47  0.19
C: 4.00 0.20 -0.45  -0.69
H: 4.49 1.18 -0.54  0.18
H: 3.92 -0.27 -1.43  0.20
H: 4.64 -0.43 0.19  0.19
C: -2.53 -1.59 2.36  -0.95
P: -1.05 -0.72 1.78  0.97
C: -1.35 1.03 2.18  -0.98
C: 0.33 -1.20 2.85  -0.27
C: 1.14 -2.27 2.45  -0.20
C: 2.22 -2.65 3.25  -0.21
C: 2.50 -1.97 4.44  -0.21
C: 1.69 -0.90 4.83  -0.21
C: 0.60 -0.52 4.05  -0.23
H: -3.39 -1.28 1.75  0.25
H: -2.70 -1.35 3.42  0.22
H: -2.36 -2.67 2.24  0.25
H: -2.01 1.09 3.05  0.22
H: -0.41 1.55 2.38  0.25
H: -1.84 1.49 1.30  0.28
H: 0.92 -2.79 1.52  0.23
H: 2.85 -3.48 2.93  0.22
H: 3.35 -2.26 5.05  0.21
H: 1.90 -0.35 5.75  0.21
H: -0.04 0.31 4.36  0.21

## Properties
ΔE to the lowest compared entry with this formula, charge and spin = 1.536 eV
Expectation value of S² = 6.065
Spin multiplicity = 5
HOMO-LUMO gap (alpha / beta) = 3.5 / 5.9 eV
Max |F| = 2.71 eV/A

***

# 3
Formula: C16H30Cl3N4OSiTi
Source: the Open Molecules 2025 dataset
Level of theory: wB97M-V/def2-TZVPD

Last column: Mulliken charge in e.
Element x y z (Å)
Ti: 10.56 -14.18 0.06  0.46
C: 9.98 -17.02 1.07  -1.14
N: 10.23 -16.32 -0.21  0.68
C: 9.16 -16.69 -1.14  -1.17
C: 11.54 -16.70 -0.79  -0.74
C: 12.03 -15.64 -1.81  -0.56
N: 12.49 -14.42 -1.08  0.40
C: 13.82 -14.63 -0.41  -1.16
C: 12.58 -13.26 -2.01  -0.98
H: 10.07 -18.10 0.93  0.46
H: 8.93 -16.90 1.45  0.39
H: 10.75 -16.61 1.75  0.41
H: 8.95 -17.78 -1.06  0.43
H: 9.29 -16.39 -2.21  0.31
H: 8.23 -16.15 -0.89  0.30
H: 11.41 -17.64 -1.40  0.39
H: 12.18 -16.85 0.07  0.45
H: 11.19 -15.39 -2.44  0.21
H: 12.80 -16.04 -2.49  0.56
H: 14.55 -14.87 -1.15  0.34
H: 13.67 -15.47 0.32  0.37
H: 13.99 -13.67 0.07  0.43
H: 13.34 -13.45 -2.82  0.38
H: 12.89 -12.32 -1.55  0.31
H: 11.64 -13.18 -2.50  0.40
Cl: 8.99 -13.64 -3.52  -0.09
Si: 8.79 -13.26 -1.54  0.86
Cl: 11.94 -13.94 1.85  -0.23
Cl: 7.36 -11.72 -1.48  -0.10
C: 8.63 -7.53 2.93  -1.14
C: 9.11 -8.41 4.06  -0.54
N: 9.22 -9.82 3.68  0.27
C: 10.41 -10.55 4.07  -0.87
C: 11.69 -10.16 3.30  -0.92
C: 8.05 -10.44 3.31  0.53
O: 6.97 -9.84 3.46  -0.61
C: 8.10 -11.89 2.99  -0.31
C: 7.02 -12.69 3.29  -0.66
C: 6.86 -13.86 2.56  -1.14
C: 7.82 -14.26 1.63  0.02
N: 8.96 -13.61 1.46  0.64
C: 9.07 -12.42 2.10  -0.28
H: 8.60 -6.50 3.30  0.38
H: 7.66 -7.87 2.62  0.35
H: 9.25 -7.56 2.01  0.28
H: 8.38 -8.44 4.94  0.32
H: 10.09 -8.11 4.45  0.43
H: 10.19 -11.64 4.02  0.52
H: 10.58 -10.39 5.18  0.41
H: 11.54 -9.92 2.23  0.25
H: 12.38 -11.07 3.45  0.23
H: 12.15 -9.23 3.80  0.41
H: 6.31 -12.38 4.07  0.56
H: 5.90 -14.44 2.57  0.42
H: 7.60 -15.09 0.94  0.31
H: 9.85 -11.76 1.77  0.73

## Properties
ΔE to the lowest compared entry with this formula, charge and spin = 0.243 eV
HOMO-LUMO gap = 2.7 eV
Charge = +3
Max |F| = 4.31 eV/A

***

# 4
Formula: C28H42O21
Source: the Open Molecules 2025 dataset
Level of theory: wB97M-V/def2-TZVPD

Last column: Mulliken charge in e.
Element x y z (Å)
C: -8.92 28.71 17.06  -1.24
C: -9.22 30.09 16.50  0.39
C: -8.60 30.33 15.11  -0.31
O: -9.69 30.84 14.33  -0.36
C: -10.84 30.73 15.01  0.62
O: -11.91 31.04 14.60  -0.52
O: -10.63 30.21 16.25  -0.31
H: -7.84 28.53 17.04  0.43
H: -9.46 27.99 16.46  0.12
H: -9.26 28.65 18.09  0.41
H: -8.94 30.89 17.19  0.30
H: -8.20 29.43 14.65  0.13
H: -7.82 31.09 15.15  0.30
C: -7.04 19.02 16.35  -1.20
C: -6.22 19.54 17.51  0.78
C: -6.50 18.93 18.89  -0.06
O: -5.22 18.61 19.40  -0.37
C: -4.29 18.72 18.43  0.53
O: -3.14 18.43 18.53  -0.52
O: -4.84 19.22 17.29  -0.42
H: -6.86 17.96 16.19  0.46
H: -6.68 19.51 15.44  0.26
H: -8.11 19.19 16.44  0.06
H: -6.32 20.63 17.54  0.13
H: -7.10 18.03 18.76  0.25
H: -7.06 19.60 19.53  0.07
C: -13.19 27.96 17.02  -1.01
C: -13.42 27.83 18.50  0.49
C: -12.18 27.39 19.29  0.41
O: -12.00 28.43 20.26  -0.41
C: -12.96 29.36 20.14  0.61
O: -13.10 30.29 20.86  -0.54
O: -13.73 29.11 19.06  -0.39
H: -14.09 28.27 16.48  0.42
H: -12.88 27.01 16.58  0.22
H: -12.39 28.66 16.78  0.09
H: -14.24 27.14 18.68  0.24
H: -11.29 27.34 18.66  -0.29
H: -12.30 26.44 19.82  0.18
C: -9.70 22.26 15.86  -1.21
C: -9.53 23.42 16.79  0.58
C: -10.42 24.64 16.46  0.25
O: -11.37 24.68 17.55  -0.29
C: -10.97 23.86 18.54  0.58
O: -11.44 23.84 19.64  -0.59
O: -10.02 23.02 18.09  -0.19
H: -9.25 21.35 16.26  -0.16
H: -9.24 22.48 14.89  0.50
H: -10.75 22.05 15.63  0.41
H: -8.48 23.69 16.86  0.08
H: -10.93 24.52 15.51  0.43
H: -9.87 25.57 16.55  -0.28
C: -11.03 19.84 17.97  -1.49
C: -10.23 20.03 19.23  1.10
C: -11.03 20.41 20.49  -0.34
O: -10.62 19.46 21.47  -0.36
C: -9.86 18.49 20.90  0.59
O: -9.41 17.56 21.48  -0.54
O: -9.69 18.74 19.58  -0.40
H: -10.44 19.34 17.20  0.21
H: -11.41 20.77 17.55  0.22
H: -11.89 19.20 18.17  0.49
H: -9.37 20.69 19.10  -0.04
H: -12.09 20.20 20.30  0.29
H: -10.87 21.44 20.79  0.27
C: -4.08 25.05 13.41  -1.39
C: -5.42 25.73 13.27  0.39
C: -6.58 24.79 12.89  -0.07
O: -7.44 24.80 14.03  -0.15
C: -7.02 25.72 14.91  0.51
O: -7.60 26.05 15.89  -0.45
O: -5.84 26.26 14.53  -0.40
H: -4.11 24.32 14.22  0.34
H: -3.33 25.80 13.68  0.37
H: -3.76 24.59 12.48  0.38
H: -5.38 26.57 12.57  0.30
H: -6.30 23.77 12.62  -0.09
H: -7.13 25.21 12.04  0.29
C: -6.98 19.29 9.94  -1.51
C: -7.43 19.57 11.35  0.55
C: -7.60 21.07 11.68  -0.40
O: -8.80 21.10 12.43  -0.24
C: -9.51 19.96 12.23  0.60
O: -10.61 19.78 12.61  -0.53
O: -8.75 19.06 11.56  -0.36
H: -6.95 18.22 9.77  0.36
H: -5.95 19.65 9.82  0.38
H: -7.57 19.86 9.23  0.37
H: -6.77 19.09 12.07  0.25
H: -7.70 21.66 10.77  0.28
H: -6.75 21.42 12.25  0.23

## Properties
ΔE to the lowest compared entry with this formula, charge and spin = 0.204 eV
SMILES = C[C@H]1COC(=O)O1.C[C@H]1COC(=O)O1.C[C@H]1COC(=O)O1.C[C@H]1COC(=O)O1.C[C@H]1COC(=O)O1.C[C@H]1COC(=O)O1.C[C@H]1COC(=O)O1
HOMO-LUMO gap = 10.2 eV
Max |F| = 1.27 eV/A

***

# 5
Formula: C30H55B2F4N11O4PSe3TeTl
Source: the Open Molecules 2025 dataset
Level of theory: wB97M-V/def2-TZVPD

Last column: Mulliken charge in e.
Element x y z (Å)
Tl: 0.09 -0.09 -0.52  0.71
C: 4.59 0.14 0.79  -1.83
C: 3.24 0.67 0.43  0.60
N: 2.70 0.59 -0.72  0.00
O: 3.40 0.08 -1.76  -0.23
B: 2.77 0.47 -3.07  0.25
F: 2.66 -0.66 -3.86  -0.18
F: 3.61 1.40 -3.70  -0.34
O: 1.46 1.12 -2.76  0.00
N: 0.41 0.94 -3.60  -0.47
C: -0.57 1.72 -3.33  0.08
C: -1.78 1.61 -4.23  -1.65
C: -0.58 2.82 -2.32  0.70
N: -0.49 2.56 -1.08  0.64
O: -0.55 3.66 -0.28  -0.12
B: -0.21 3.69 1.17  0.10
F: -1.41 3.85 1.91  -0.20
F: 0.55 4.86 1.32  -0.32
O: 0.49 2.57 1.81  -0.45
N: 1.28 1.83 0.97  0.09
C: 2.39 1.40 1.43  0.61
C: 2.91 1.67 2.80  -1.75
C: -0.71 4.21 -2.89  -1.70
H: 5.08 -0.23 -0.11  0.39
H: 4.50 -0.68 1.51  0.28
H: 5.22 0.92 1.24  0.47
H: -1.96 0.57 -4.49  0.37
H: -1.63 2.16 -5.16  0.28
H: -2.67 2.01 -3.74  0.34
H: 2.20 2.29 3.34  0.39
H: 3.87 2.18 2.76  0.39
H: 3.06 0.73 3.34  0.32
H: -0.12 4.28 -3.81  0.43
H: -0.35 4.94 -2.17  0.45
H: -1.75 4.44 -3.14  0.23
Se: -0.08 -3.40 1.76  0.09
Se: 1.35 -4.29 3.36  -0.74
Te: -1.93 -2.22 3.03  -0.47
Se: -1.39 0.22 2.54  -0.01
C: 1.72 -3.05 -5.42  -0.68
C: 0.46 -2.39 -4.89  -0.43
N: 0.35 -2.54 -3.44  -0.22
C: 1.41 -2.95 -2.64  0.19
N: 1.48 -2.53 -1.44  -0.04
C: 2.53 -3.08 -0.60  -0.85
C: 3.79 -3.33 -1.41  -0.64
C: 3.46 -4.29 -2.54  -0.76
N: 2.25 -3.88 -3.22  0.28
C: 2.02 -4.28 -4.59  -0.94
H: 2.56 -2.36 -5.33  0.16
H: 1.59 -3.30 -6.48  0.52
H: -0.42 -2.86 -5.34  0.58
H: 0.45 -1.32 -5.14  0.03
H: -0.13 -1.78 -2.98  0.08
H: 2.19 -4.00 -0.12  0.39
H: 2.73 -2.37 0.21  0.24
H: 4.58 -3.75 -0.79  0.45
H: 4.13 -2.38 -1.83  0.16
H: 3.35 -5.31 -2.14  0.28
H: 4.28 -4.32 -3.27  0.48
H: 1.19 -5.00 -4.65  0.27
H: 2.92 -4.78 -4.95  0.45
N: -2.77 0.67 1.42  -0.38
P: -4.03 1.43 1.92  -1.10
N: -5.34 0.46 1.49  1.12
C: -5.20 -0.66 0.57  -0.58
C: -6.19 -1.75 0.93  -0.73
C: -7.62 -1.20 0.94  -0.79
C: -7.71 0.01 1.86  -0.78
C: -6.66 1.05 1.48  -0.70
N: -4.31 1.75 3.53  0.63
C: -3.54 2.80 4.21  0.15
C: -2.52 2.33 5.24  -0.72
C: -2.95 1.05 5.98  -0.42
C: -4.45 0.83 5.83  -1.14
C: -4.82 0.65 4.36  -0.20
N: -4.32 2.89 1.19  1.47
C: -3.93 3.00 -0.23  -0.89
C: -3.65 4.44 -0.60  0.12
C: -4.87 5.34 -0.38  -0.79
C: -5.67 4.88 0.84  -1.01
C: -4.78 4.12 1.82  -0.63
H: -4.17 -1.01 0.62  0.25
H: -5.39 -0.32 -0.46  0.31
H: -5.94 -2.15 1.91  0.25
H: -6.10 -2.57 0.21  0.38
H: -8.33 -1.97 1.24  0.41
H: -7.89 -0.90 -0.08  0.29
H: -7.53 -0.31 2.89  0.24
H: -8.71 0.46 1.82  0.38
H: -6.69 1.90 2.17  0.34
H: -6.89 1.45 0.47  0.30
H: -4.26 3.47 4.70  0.42
H: -3.02 3.39 3.45  -0.44
H: -2.38 3.15 5.95  0.55
H: -1.56 2.16 4.75  0.02
H: -2.68 1.11 7.04  0.42
H: -2.43 0.19 5.56  0.11
H: -5.01 1.66 6.26  0.33
H: -4.76 -0.08 6.36  0.50
H: -5.91 0.59 4.26  -0.14
H: -4.42 -0.31 4.01  0.29
H: -4.73 2.60 -0.86  0.11
H: -3.04 2.39 -0.39  0.32
H: -3.32 4.48 -1.64  -0.15
H: -2.80 4.78 0.00  -0.02
H: -5.51 5.33 -1.27  0.41
H: -4.54 6.37 -0.25  0.32
H: -6.48 4.20 0.54  0.19
H: -6.14 5.73 1.35  0.45
H: -5.34 3.87 2.72  0.59
H: -3.94 4.76 2.12  0.22

## Properties
HOMO-LUMO gap = 5.0 eV
Charge = -2
Max |F| = 0.36 eV/A

***

# 6
Formula: C51H43AsN8O5S2Tl
Source: the Open Molecules 2025 dataset
Level of theory: wB97M-V/def2-TZVPD

Last column: Mulliken charge in e.
Element x y z (Å)
Tl: -0.39 -0.85 0.41  2.01
O: -2.08 -2.98 4.32  -0.82
C: -1.43 -2.32 3.49  -0.57
N: -1.69 -2.05 2.23  0.16
C: -2.71 -2.72 1.58  -0.13
C: -3.14 -4.01 1.84  -0.52
C: -4.14 -4.58 1.07  -0.86
C: -4.72 -3.85 0.03  -0.63
C: -4.29 -2.57 -0.24  -0.52
C: -3.27 -2.01 0.51  -0.20
N: -2.67 -0.76 0.26  0.54
C: -3.42 0.25 -0.11  0.02
O: -4.65 0.31 -0.24  -0.83
C: -2.62 1.49 -0.42  0.36
C: -3.27 2.61 -0.91  -0.47
C: -2.51 3.71 -1.29  -0.79
C: -1.14 3.63 -1.18  -0.89
C: -0.59 2.47 -0.68  -0.17
N: -1.30 1.43 -0.28  0.57
C: -0.10 -1.76 3.96  0.35
C: 0.27 -1.98 5.29  -0.44
C: 1.52 -1.56 5.71  -0.88
C: 2.37 -0.97 4.79  -0.65
C: 1.91 -0.81 3.49  -2.82
N: 0.70 -1.16 3.09  1.52
H: -2.68 -4.57 2.65  0.51
H: -4.48 -5.59 1.27  0.33
H: -5.52 -4.30 -0.55  0.37
H: -4.73 -1.98 -1.04  0.51
H: -4.34 2.58 -1.01  0.51
H: -2.98 4.58 -1.73  0.42
H: -0.49 4.42 -1.56  0.54
H: 0.47 2.32 -0.68  -0.35
H: -0.44 -2.48 5.93  0.57
H: 1.83 -1.71 6.74  0.41
H: 3.37 -0.67 5.05  0.54
H: 2.54 -0.40 2.73  1.80
O: 1.62 0.46 0.75  1.40
As: 2.29 1.87 1.35  0.92
C: 3.96 1.51 2.22  0.38
C: 4.84 0.61 1.63  -0.23
C: 6.06 0.34 2.24  -0.81
C: 6.39 0.96 3.44  -0.46
C: 5.51 1.86 4.02  -0.74
C: 4.29 2.14 3.42  -0.37
C: 2.72 3.04 -0.12  0.74
C: 2.40 2.64 -1.40  -0.94
C: 2.58 3.51 -2.47  -0.40
C: 3.14 4.76 -2.24  -0.71
C: 3.53 5.14 -0.96  -0.72
C: 3.31 4.29 0.11  -0.77
C: 1.18 2.78 2.61  0.71
C: 0.72 4.07 2.38  -0.92
C: -0.19 4.65 3.26  -0.76
C: -0.63 3.94 4.37  -0.61
C: -0.16 2.66 4.61  -0.84
C: 0.74 2.07 3.73  -0.18
H: 4.57 0.11 0.70  0.41
H: 6.74 -0.36 1.78  0.42
H: 7.34 0.74 3.91  0.40
H: 5.77 2.34 4.96  0.41
H: 3.60 2.83 3.89  0.42
H: 1.97 1.66 -1.56  0.38
H: 2.26 3.21 -3.46  0.48
H: 3.28 5.44 -3.07  0.42
H: 3.98 6.11 -0.80  0.40
H: 3.58 4.60 1.11  0.45
H: 1.03 4.62 1.50  0.37
H: -0.57 5.64 3.06  0.43
H: -1.35 4.38 5.04  0.40
H: -0.52 2.09 5.46  0.48
H: 1.07 1.05 3.91  0.26
C: -1.51 -2.66 -2.34  -1.22
C: -0.77 -3.45 -1.30  0.62
C: -0.62 -4.81 -1.30  -0.89
C: 0.29 -5.13 -0.26  -1.18
C: 0.65 -3.95 0.34  0.39
C: 1.65 -3.76 1.44  -1.26
N: 0.01 -2.91 -0.29  1.32
H: -2.34 -3.26 -2.70  0.53
H: -0.87 -2.41 -3.19  0.18
H: -1.94 -1.72 -2.00  -0.30
H: -1.09 -5.50 -1.99  0.53
H: 0.68 -6.11 0.00  0.48
H: 2.43 -4.51 1.35  0.57
H: 1.23 -3.82 2.44  0.13
H: 2.14 -2.78 1.36  -0.07
N: -5.00 -2.41 -5.70  -0.65
C: -4.05 -1.41 -5.46  1.08
C: -4.26 -0.47 -4.45  -0.55
C: -3.32 0.51 -4.21  -0.36
C: -2.15 0.57 -4.96  -0.60
C: -1.94 -0.35 -5.96  -0.41
C: -2.89 -1.34 -6.22  -0.78
S: -0.89 1.72 -4.48  1.06
O: -1.54 2.99 -4.23  -0.72
O: 0.13 1.68 -5.52  -0.78
N: -0.40 1.13 -3.10  0.55
C: 0.54 0.18 -3.05  -0.80
S: 1.74 -0.18 -4.29  -0.31
C: 2.48 -1.33 -3.23  -0.53
C: 1.80 -1.38 -2.06  -1.05
N: 0.71 -0.55 -1.95  1.10
H: -5.56 -2.63 -4.89  0.24
H: -4.62 -3.25 -6.11  0.23
H: -5.16 -0.52 -3.85  0.29
H: -3.48 1.23 -3.41  0.44
H: -1.03 -0.31 -6.54  0.47
H: -2.71 -2.06 -7.01  0.30
H: 3.33 -1.92 -3.51  0.48
H: 2.03 -2.06 -1.25  0.12

## Properties
ΔE to the lowest compared entry with this formula, charge and spin = 0.571 eV
HOMO-LUMO gap = 6.0 eV
Charge = -1
Max |F| = 0.89 eV/A

***

Number 1: molar mass 680.62 Da. Number 2: molar mass 515.99 Da. Number 3: molar mass 476.75 Da. Number 4: molar mass 714.62 Da. Number 5: molar mass 1331.30 Da. Number 6: molar mass 1191.40 Da.